Entry 1:
{
  "formula": "C23H30BrO5Pt",
  "method": "ωB97M-V/def2-TZVPD",
  "homo_energy_ev": [-2.511, -3.914],
  "s_squared": 6.032,
  "charge": -1,
  "e_tot_ev": -107859.68232,
  "orbital_gap_ev": [4.90, 6.10],
  "de_lowest_kcal_mol": 0.0,
  "multiplicity": 5,
  "max_force_ev_per_a": 4.0,
  "elements": ["C", "C", "C", "C", "H", "H", "C", "H", "H", "C", "H", "H", "C", "C", "C", "O", "O", "O", "O", "C", "H", "H", "H", "C", "H", "H", "H", "O", "H", "H", "C", "C", "H", "H", "H", "H", "H", "H", "Pt", "C", "C", "C", "H", "C", "C", "H", "H", "H", "H", "C", "C", "C", "H", "C", "C", "H", "H", "H", "H", "Br"],
  "positions_angstrom": [[-2.43188, 1.38815, -0.93086], [-1.64567, 0.70676, 0.21461], [-1.43114, 1.75827, -2.02327], [0.00227, 1.68585, -1.39463], [-1.63059, 2.77596, -2.36981], [-1.50916, 1.09226, -2.89169], [-0.30614, 1.40113, 0.17570], [-1.55932, -0.37050, 0.01366], [-2.17585, 0.85672, 1.16529], [0.77898, 0.98518, 1.23251], [-0.53374, 2.42215, 0.53522], [0.44605, 2.69709, -1.36818], [0.88915, 0.93649, -2.30958], [-3.55334, 0.50456, -1.44579], [-3.19422, 2.66408, -0.52389], [-3.32228, 3.63841, -1.25162], [-3.47465, -0.71377, -1.53797], [-4.65477, 1.20027, -1.76631], [-3.77953, 2.61224, 0.67885], [-4.60326, 3.76513, 0.91741], [-5.04331, 3.59738, 1.89892], [-5.36652, 3.81775, 0.13458], [-3.99208, 4.67368, 0.89704], [-5.73456, 0.37852, -2.20799], [-5.43232, -0.21566, -3.08013], [-6.52795, 1.08183, -2.45958], [-6.04356, -0.29768, -1.40002], [0.84623, -0.33277, 1.79120], [0.54249, 1.57309, 2.14322], [1.78560, 1.30446, 0.85477], [2.25916, 1.42685, -2.56635], [0.47443, -0.36229, -2.87685], [0.11438, -0.28071, -3.91881], [-0.30720, -0.85602, -2.28005], [1.34391, -1.03704, -2.90453], [2.94494, 0.57943, -2.69061], [2.63257, 2.01531, -1.71714], [2.33647, 2.05337, -3.47270], [2.24990, -1.40542, 0.95413], [4.55700, -1.67159, 1.84061], [3.95228, -0.33023, 1.68045], [3.25030, -0.05463, 2.94345], [4.25381, 0.40212, 0.93986], [3.42408, -1.16611, 3.79184], [4.23498, -2.14062, 3.13190], [4.62795, -3.04054, 3.59978], [5.24544, -2.10930, 1.12616], [2.79898, 0.89431, 3.20854], [3.06996, -1.21408, 4.82008], [2.34305, -4.05733, 0.28352], [2.43879, -4.47585, 1.61584], [1.39746, -3.88576, 2.37901], [3.16201, -5.19897, 1.98910], [0.65573, -2.98853, 1.54852], [1.22538, -3.10610, 0.18448], [0.69484, -2.80580, -0.71210], [2.93342, -4.42304, -0.54853], [1.13334, -4.14651, 3.40116], [-0.30568, -2.52780, 1.76001], [3.51344, -1.67416, -1.20242]],
  "mulliken_charge": [3.615, -1.714, -1.799, 0.612, 0.394, 0.261, 0.720, 0.240, 0.538, -1.296, 0.325, 0.336, 0.526, -0.526, -0.275, -0.665, -0.641, -0.253, -0.269, -0.795, 0.253, 0.310, 0.305, -0.760, 0.283, 0.246, 0.323, -0.869, 0.327, 0.212, -1.236, -1.353, 0.287, 0.099, 0.421, 0.272, 0.342, 0.248, 1.754, -0.904, -0.367, -0.519, 0.575, -0.651, -0.468, 0.452, 0.432, 0.406, 0.396, -0.642, -0.280, -0.932, 0.426, -0.454, -0.322, 0.592, 0.430, 0.371, 0.362, -0.699]
}


Entry 2:
{
  "formula": "C23H30Cl5NO7ReSi3",
  "method": "ωB97M-V/def2-TZVPD",
  "homo_energy_ev": [-8.494, -8.230],
  "s_squared": 0.754,
  "charge": 0,
  "e_tot_ev": -128540.96146,
  "orbital_gap_ev": [6.77, 6.83],
  "de_lowest_kcal_mol": 0.0,
  "multiplicity": 2,
  "max_force_ev_per_a": 0.4,
  "elements": ["Re", "O", "C", "C", "C", "N", "C", "C", "C", "O", "O", "C", "O", "O", "H", "H", "H", "Cl", "C", "C", "Cl", "C", "Cl", "C", "O", "C", "Cl", "C", "Cl", "C", "O", "Si", "C", "C", "C", "Si", "C", "C", "C", "Si", "C", "C", "C", "H", "H", "H", "H", "H", "H", "H", "H", "H", "H", "H", "H", "H", "H", "H", "H", "H", "H", "H", "H", "H", "H", "H", "H", "H", "H", "H"],
  "positions_angstrom": [[-0.57806, 0.71520, -0.66374], [-0.19910, -3.27846, -5.20293], [-0.21912, -2.39521, -4.18688], [0.79032, -1.45355, -3.98796], [0.67441, -0.60603, -2.90709], [-0.34357, -0.71657, -2.06940], [-1.35229, -1.55403, -2.27814], [-1.33075, -2.42692, -3.33782], [-2.48567, -1.32014, -1.31075], [-3.47604, -1.98738, -1.27390], [-2.26342, -0.24857, -0.52254], [1.56552, 0.56160, -2.56790], [2.55724, 0.82714, -3.18804], [1.10752, 1.25536, -1.52417], [0.58876, -3.15395, -5.74478], [1.63227, -1.34926, -4.66001], [-2.15443, -3.10274, -3.51630], [-3.75741, 7.04743, -1.71444], [-3.07067, 5.48025, -1.87079], [-2.53322, 4.84112, -0.76127], [-2.53910, 5.59343, 0.78257], [-1.98752, 3.57579, -0.91238], [-1.31411, 2.75180, 0.48366], [-1.94258, 2.89950, -2.13223], [-1.41971, 1.70572, -2.26396], [-2.49377, 3.56754, -3.24170], [-2.45374, 2.75929, -4.75514], [-3.04729, 4.83281, -3.11166], [-3.71058, 5.61733, -4.48608], [1.11686, -3.86990, -0.93952], [0.67183, -2.60915, -0.49277], [1.50720, -1.67730, 0.62465], [1.93061, -2.87388, 2.01381], [3.14901, -1.21789, -0.17320], [0.42785, -0.19613, 1.04913], [1.51033, 1.07014, 2.00031], [2.79462, 0.25378, 3.11998], [0.60661, 2.25781, 3.16581], [2.49698, 2.19952, 0.86752], [-0.93297, -0.77219, 2.28883], [-2.34613, 0.44804, 2.56697], [-1.73077, -2.39249, 1.73426], [-0.27381, -1.10223, 4.02935], [1.30455, -4.55640, -0.11014], [2.03318, -3.78344, -1.53360], [0.33956, -4.30585, -1.57054], [2.63043, -3.62200, 1.63227], [1.04559, -3.40331, 2.37087], [2.41097, -2.39436, 2.86446], [3.59046, -2.12369, -0.59920], [3.86293, -0.83655, 0.55742], [3.08344, -0.47774, -0.96839], [2.34901, -0.32418, 3.92870], [3.36807, 1.06598, 3.57472], [3.50531, -0.38456, 2.59759], [-0.07593, 1.79294, 3.87288], [0.07664, 3.06351, 2.65934], [1.39709, 2.73593, 3.75190], [3.13003, 1.65885, 0.16452], [3.14229, 2.81022, 1.50512], [1.87252, 2.87641, 0.28424], [-2.97048, 0.58847, 1.68686], [-2.03816, 1.42310, 2.94182], [-2.97523, -0.00661, 3.33841], [-1.25201, -2.84483, 0.86775], [-2.78120, -2.23147, 1.48828], [-1.68937, -3.11690, 2.55121], [0.11088, -0.22098, 4.54003], [0.48791, -1.87768, 4.06692], [-1.13063, -1.46148, 4.60721]],
  "mulliken_charge": [0.414, -0.554, 0.780, -0.648, 0.531, 0.474, 0.600, -0.748, 0.014, -0.643, -0.363, -0.243, -0.651, -0.400, 0.319, 0.539, 0.608, -0.189, 0.470, -0.348, -0.211, 0.583, -0.182, -0.547, -0.517, 0.219, -0.183, 0.118, -0.183, -1.190, -0.330, -0.312, -1.298, -1.025, 1.867, 0.205, -1.257, -1.158, -1.140, 0.928, -1.331, -1.225, -1.310, 0.346, 0.283, 0.287, 0.399, 0.339, 0.422, 0.399, 0.386, 0.171, 0.378, 0.464, 0.313, 0.320, 0.325, 0.462, 0.320, 0.512, 0.242, 0.313, 0.316, 0.451, 0.121, 0.371, 0.470, 0.320, 0.365, 0.421]
}


Entry 3:
{
  "formula": "C23H30ClN3O3PPdSbTe",
  "method": "ωB97M-V/def2-TZVPD",
  "homo_energy_ev": [-6.615, -7.639],
  "s_squared": 2.028,
  "charge": 0,
  "e_tot_ev": -74071.55504,
  "orbital_gap_ev": [6.35, 5.50],
  "de_lowest_kcal_mol": 33.6,
  "multiplicity": 3,
  "max_force_ev_per_a": 0.8,
  "elements": ["Pd", "C", "C", "C", "C", "C", "C", "N", "Sb", "C", "C", "C", "C", "C", "C", "N", "C", "C", "C", "C", "C", "C", "N", "H", "H", "H", "H", "H", "H", "H", "H", "H", "H", "H", "H", "H", "H", "H", "H", "H", "H", "Cl", "C", "H", "H", "C", "C", "O", "P", "O", "Te", "O", "C", "C", "H", "H", "H", "H", "H", "H", "H", "H", "H", "H"],
  "positions_angstrom": [[1.43656, 1.21586, 0.56260], [-1.50631, 0.99326, -3.73832], [-0.10298, 0.74160, -3.26824], [0.99778, 1.24234, -3.97206], [2.26658, 1.03339, -3.47719], [2.40994, 0.35317, -2.27640], [1.26314, -0.11818, -1.63198], [0.03492, 0.05228, -2.14177], [1.51096, -1.39180, 0.12943], [-0.48144, -2.19362, 0.16195], [-0.61920, -3.57917, 0.20901], [-1.89841, -4.11403, 0.18952], [-2.97792, -3.25454, 0.11848], [-2.75298, -1.87915, 0.07807], [-3.87973, -0.89111, -0.02278], [-1.52429, -1.36240, 0.11236], [0.94137, 0.17611, 2.27972], [1.86682, -0.23826, 3.24004], [1.40225, -0.55928, 4.50517], [0.05200, -0.45899, 4.78034], [-0.80584, -0.04472, 3.76627], [-2.28471, 0.08820, 3.99646], [-0.35655, 0.24824, 2.54081], [-1.57923, 0.96703, -4.82646], [-1.83144, 1.97897, -3.39664], [-2.17529, 0.25195, -3.30562], [0.84624, 1.78145, -4.89960], [3.13700, 1.39899, -4.00949], [3.38886, 0.18574, -1.85268], [0.25314, -4.22288, 0.25592], [-2.04915, -5.18627, 0.22606], [-3.99004, -3.63925, 0.09456], [-4.84989, -1.38660, -0.05974], [-3.75148, -0.27986, -0.91900], [-3.85535, -0.20696, 0.82499], [2.91651, -0.30978, 3.00122], [2.09468, -0.88588, 5.27291], [-0.33577, -0.69837, 5.76376], [-2.49120, 0.59189, 4.94184], [-2.76245, -0.89384, 4.03054], [-2.72046, 0.65975, 3.18102], [4.50726, 2.52616, 0.06962], [3.66276, 1.08171, 0.70413], [3.93269, 0.96212, 1.74310], [4.01325, 0.24399, 0.11041], [2.32807, 4.72722, -2.79660], [1.97123, 4.66433, -1.33344], [1.04809, 3.55662, -1.15700], [0.00559, 3.49064, 0.04284], [-0.93339, 2.36408, -0.12048], [1.25932, 3.44538, 2.10533], [-0.70576, 4.91916, -0.06427], [-1.89278, 5.13945, 0.74723], [-3.13715, 4.79881, -0.03746], [2.99757, 5.57426, -2.96500], [1.43476, 4.85966, -3.40942], [2.83856, 3.81554, -3.11557], [1.49996, 5.58479, -0.99868], [2.84468, 4.46397, -0.71309], [-1.86508, 6.18910, 1.02856], [-1.82708, 4.54310, 1.65860], [-3.23372, 5.44468, -0.91033], [-4.01838, 4.93262, 0.59400], [-3.09615, 3.76033, -0.36646]],
  "mulliken_charge": [-0.266, -1.361, 0.568, -0.358, -0.804, -0.109, -0.606, -0.033, 0.776, 0.275, -0.868, -0.458, -0.675, 0.456, -0.989, 0.207, 0.371, -0.835, -0.674, -0.555, 0.605, -1.362, 0.369, 0.455, 0.213, 0.240, 0.412, 0.511, 0.415, 0.385, 0.394, 0.428, 0.407, 0.137, 0.121, 0.402, 0.422, 0.449, 0.438, 0.267, 0.186, -0.213, -0.831, 0.349, 0.483, -1.124, -0.176, 0.485, 0.353, -0.179, -0.112, -0.473, -0.378, -0.936, 0.431, 0.302, 0.095, 0.333, 0.189, 0.358, 0.268, 0.289, 0.381, 0.150]
}